Record 1
Here is a 4-piece molecular cluster, C53H41Br2FO9 overall from OMol25. Energies are from the ωB97M-V functional and the def2-TZVPD basis.

Last columns: bonded neighbours and bond lengths (Å).
Cartesian coordinates (Å):
1 C 6.985 -2.065 2.318  C2 1.552, H18 1.096, H19 1.098, H20 1.092
2 C 6.294 -3.201 1.520  C1 1.552, C3 1.554, H21 1.096, H22 1.094
3 C 5.631 -2.775 0.180  C2 1.554, C4 1.549, H23 1.094, H24 1.098
4 C 4.103 -3.016 0.105  C3 1.549, C5 1.532, H25 1.099, H26 1.091
5 C 3.205 -1.821 0.441  C4 1.532, O6 1.460, C13 1.548, H27 1.100
6 O 1.798 -2.189 0.583  C5 1.460, C7 1.347
7 C 1.323 -3.291 -0.028  O6 1.347, O8 1.187, C9 1.531
8 O 0.986 -3.295 -1.165  C7 1.187
9 C 1.033 -4.547 0.799  C7 1.531, C10 1.513, H28 1.096, H29 1.096
10 C 1.452 -4.586 2.252  C9 1.513, O11 1.170, F12 1.343
11 O 2.532 -4.643 2.698  C10 1.170
12 F 0.386 -4.622 3.069  C10 1.343
13 C 3.594 -0.994 1.691  C5 1.548, Br14 1.953, C15 1.540, H30 1.095
14 Br 4.733 0.506 1.174  C13 1.953
15 C 2.425 -0.370 2.475  C13 1.540, C16 1.538, Br17 1.944, H31 1.093
16 C 1.432 0.449 1.632  C15 1.538, H32 1.093, H33 1.093, H34 1.095
17 Br 1.479 -1.653 3.589  C15 1.944
18 H 7.932 -2.430 2.732  C1 1.096
19 H 6.384 -1.779 3.191  C1 1.098
20 H 7.171 -1.183 1.701  C1 1.092
21 H 5.536 -3.662 2.163  C2 1.096
22 H 7.046 -3.969 1.314  C2 1.094
23 H 5.910 -1.756 -0.104  C3 1.094
24 H 6.057 -3.422 -0.598  C3 1.098
25 H 3.870 -3.329 -0.922  C4 1.099
26 H 3.890 -3.845 0.782  C4 1.091
27 H 3.274 -1.143 -0.422  C5 1.100
28 H 1.502 -5.400 0.295  C9 1.096
29 H -0.054 -4.678 0.753  C9 1.096
30 H 4.183 -1.614 2.375  C13 1.095
31 H 2.882 0.308 3.202  C15 1.093
32 H 1.025 1.281 2.212  C16 1.093
33 H 0.623 -0.194 1.274  C16 1.093
34 H 1.931 0.861 0.749  C16 1.095
35 C 1.281 2.268 -2.077  C36 1.392, C40 1.384, H51 1.083
36 C 0.779 3.197 -2.984  C35 1.392, C37 1.384, H52 1.082
37 C 1.588 3.689 -3.993  C36 1.384, C38 1.389, H53 1.082
38 C 2.906 3.264 -4.095  C37 1.389, C39 1.396, C49 1.490
39 C 3.413 2.341 -3.179  C38 1.396, C40 1.390, C41 1.488
40 C 2.593 1.839 -2.175  C35 1.384, C39 1.390, H54 1.082
41 C 4.834 1.903 -3.234  C39 1.488, O42 1.214, C43 1.490
42 O 5.275 1.098 -2.440  C41 1.214
43 C 5.708 2.502 -4.282  C41 1.490, C44 1.390, C48 1.396
44 C 7.053 2.155 -4.320  C43 1.390, C45 1.385, H55 1.082
45 C 7.877 2.689 -5.296  C44 1.385, C46 1.391, H56 1.082
46 C 7.360 3.567 -6.243  C45 1.391, C47 1.385, H57 1.082
47 C 6.021 3.918 -6.208  C46 1.385, C48 1.389, H58 1.081
48 C 5.192 3.393 -5.225  C43 1.396, C47 1.389, C49 1.491
49 C 3.760 3.808 -5.188  C38 1.490, C48 1.491, O50 1.213
50 O 3.310 4.572 -6.016  C49 1.213
51 H 0.644 1.883 -1.289  C35 1.083
52 H -0.246 3.534 -2.898  C36 1.082
53 H 1.208 4.410 -4.704  C37 1.082
54 H 2.999 1.125 -1.471  C40 1.082
55 H 7.442 1.468 -3.581  C44 1.082
56 H 8.925 2.421 -5.322  C45 1.082
57 H 8.005 3.978 -7.009  C46 1.082
58 H 5.608 4.603 -6.937  C47 1.081
59 C -2.769 -2.436 4.079  C60 1.391, C64 1.385, H75 1.083
60 C -2.035 -1.753 3.116  C59 1.391, C61 1.384, H76 1.081
61 C -2.367 -0.450 2.783  C60 1.384, C62 1.388, H77 1.082
62 C -3.440 0.173 3.406  C61 1.388, C63 1.397, C73 1.490
63 C -4.189 -0.519 4.361  C62 1.397, C64 1.390, C65 1.490
64 C -3.844 -1.821 4.700  C59 1.385, C63 1.390, H78 1.082
65 C -5.368 0.113 5.017  C63 1.490, O66 1.213, C67 1.492
66 O -6.016 -0.482 5.852  C65 1.213
67 C -5.732 1.501 4.608  C65 1.492, C68 1.390, C72 1.396
68 C -6.855 2.096 5.168  C67 1.390, C69 1.385, H79 1.082
69 C -7.203 3.388 4.812  C68 1.385, C70 1.391, H80 1.082
70 C -6.427 4.094 3.899  C69 1.391, C71 1.385, H81 1.082
71 C -5.309 3.505 3.334  C70 1.385, C72 1.390, H82 1.082
72 C -4.960 2.205 3.681  C67 1.396, C71 1.390, C73 1.491
73 C -3.767 1.581 3.042  C62 1.490, C72 1.491, O74 1.213
74 O -3.086 2.198 2.251  C73 1.213
75 H -2.502 -3.452 4.343  C59 1.083
76 H -1.204 -2.236 2.623  C60 1.081
77 H -1.799 0.093 2.040  C61 1.082
78 H -4.425 -2.343 5.448  C64 1.082
79 H -7.449 1.539 5.880  C68 1.082
80 H -8.081 3.849 5.247  C69 1.082
81 H -6.699 5.106 3.626  C70 1.082
82 H -4.699 4.042 2.621  C71 1.082
83 C -7.120 2.253 -0.957  C84 1.391, C88 1.385, H99 1.082
84 C -7.931 1.133 -0.814  C83 1.391, C85 1.385, H100 1.082
85 C -7.400 -0.136 -0.974  C84 1.385, C86 1.389, H101 1.082
86 C -6.055 -0.290 -1.286  C85 1.389, C87 1.396, C97 1.492
87 C -5.245 0.835 -1.447  C86 1.396, C88 1.390, C89 1.490
88 C -5.780 2.106 -1.273  C83 1.385, C87 1.390, H102 1.082
89 C -3.807 0.700 -1.816  C87 1.490, O90 1.214, C91 1.490
90 O -3.100 1.678 -1.946  C89 1.214
91 C -3.268 -0.673 -2.021  C89 1.490, C92 1.390, C96 1.396
92 C -1.940 -0.826 -2.406  C91 1.390, C93 1.384, H103 1.079
93 C -1.407 -2.090 -2.581  C92 1.384, C94 1.392, H104 1.080
94 C -2.202 -3.213 -2.370  C93 1.392, C95 1.385, H105 1.082
95 C -3.528 -3.069 -1.996  C94 1.385, C96 1.390, H106 1.082
96 C -4.068 -1.800 -1.824  C91 1.396, C95 1.390, C97 1.490
97 C -5.500 -1.667 -1.436  C86 1.492, C96 1.490, O98 1.213
98 O -6.193 -2.644 -1.246  C97 1.213
99 H -7.536 3.243 -0.824  C83 1.082
100 H -8.980 1.251 -0.575  C84 1.082
101 H -8.020 -1.015 -0.858  C85 1.082
102 H -5.140 2.969 -1.390  C88 1.082
103 H -1.332 0.052 -2.560  C92 1.079
104 H -0.374 -2.207 -2.872  C93 1.080
105 H -1.781 -4.201 -2.498  C94 1.082
106 H -4.155 -3.935 -1.833  C95 1.082

## Properties
- SMILES: CCCC[C@@H](OC(=O)CC(=O)F)[C@@H](Br)[C@@H](C)Br.O=C1c2ccccc2C(=O)c2ccccc21.O=C1c2ccccc2C(=O)c2ccccc21.O=C1c2ccccc2C(=O)c2ccccc21
- Net charge: 0
- HOMO: -9.7 eV
- Lowest unoccupied orbital energy: -1.0 eV

=====

Record 2
Here is a 2-piece molecular cluster, C4H9N overall from OMol25. Energies are from the ωB97M-V functional and the def2-TZVPD basis.

Last columns: bonded neighbours and bond lengths (Å).
Cartesian coordinates (Å):
1 C -1.115 5.291 -2.405  N2 1.275, H3 1.146, H4 1.188
2 N -2.230 5.209 -3.018  C1 1.275, H5 1.056
3 H -1.087 6.135 -1.630  C1 1.146
4 H -0.077 4.776 -2.671  C1 1.188
5 H -2.363 4.394 -3.677  N2 1.056
6 C -0.093 -3.416 1.886  C7 1.508, H9 1.122, H10 1.168, H11 1.078
7 C 1.137 -2.546 1.941  C6 1.508, C8 1.298, H12 1.079
8 C 1.611 -2.091 0.822  C7 1.298, H13 1.028, H14 1.087
9 H -0.711 -3.492 0.953  C6 1.122
10 H 0.424 -4.451 1.722  C6 1.168
11 H -0.853 -3.425 2.652  C6 1.078
12 H 1.673 -2.588 2.877  C7 1.079
13 H 2.499 -1.583 0.719  C8 1.028
14 H 1.184 -2.213 -0.170  C8 1.087

## Properties
- Net charge: -1
- <S²>: 0.750
- 2S+1: 2
- HOMO (spin up / spin down): 1.5 / -6.6 eV
- ΔE to the lowest compared entry with this formula, charge and spin: 2.3987 eV
- Lowest unoccupied orbital energy (spin up / spin down): 3.4 / 3.6 eV

=====

Record 3
Here is a 2-piece molecular cluster, C4H13N3 overall from OMol25. Energies are from the ωB97M-V functional and the def2-TZVPD basis.

Last columns: bonded neighbours and bond lengths (Å).
Cartesian coordinates (Å):
1 C -3.250 0.188 0.751  N5 1.317, N6 1.338, H8 1.109
2 C -1.856 -1.417 -0.701  N5 1.268, H10 1.097, H11 1.100
3 C 3.557 0.068 -0.673  N7 1.511, H12 1.104, H13 1.159, H14 1.044
4 C 1.216 0.408 0.217  N7 1.511, H9 1.106, H15 1.095, H16 1.111
5 N -2.445 -0.572 0.037  C1 1.317, C2 1.268
6 N -4.259 0.849 0.172  C1 1.338, H17 1.027, H18 1.018
7 N 2.618 -0.077 0.502  C3 1.511, C4 1.511, H19 1.067, H20 1.029
8 H -2.987 0.194 1.828  C1 1.109
9 H 0.527 0.145 1.041  C4 1.106
10 H -1.001 -1.074 -1.299  C2 1.097
11 H -2.016 -2.501 -0.602  C2 1.100
12 H 3.003 0.280 -1.604  C3 1.104
13 H 4.277 0.925 -0.372  C3 1.159
14 H 4.264 -0.674 -0.873  C3 1.044
15 H 0.741 -0.024 -0.669  C4 1.095
16 H 1.342 1.490 -0.001  C4 1.111
17 H -4.698 1.483 0.851  N6 1.027
18 H -4.575 0.940 -0.791  N6 1.018
19 H 3.084 0.403 1.334  N7 1.067
20 H 2.459 -1.031 0.852  N7 1.029

## Properties
- Net charge: +2
- HOMO: -18.0 eV
- ΔE to the lowest compared entry with this formula, charge and spin: 2.5475 eV
- Lowest unoccupied orbital energy: -7.5 eV

=====

Record 4
Here is one molecule with the formula C3H2Br2O2 from OMol25. Energies are from the ωB97M-V functional and the def2-TZVPD basis.

Last columns: bonded neighbours and bond lengths (Å).
Cartesian coordinates (Å):
1 C 0.143 -0.524 -0.609  C2 1.338, C3 1.529, H8 1.069
2 C 1.233 0.016 -0.051  C1 1.338, O4 1.389, Br6 1.881
3 C -1.016 0.016 0.230  C1 1.529, O5 1.386, Br7 1.983, H9 1.212
4 O 0.964 0.776 1.080  C2 1.389, O5 1.443
5 O -0.422 0.512 1.380  C3 1.386, O4 1.443
6 Br 3.013 -0.180 -0.629  C2 1.881
7 Br -2.068 1.444 -0.658  C3 1.983
8 H -0.032 -1.257 -1.367  C1 1.069
9 H -1.815 -0.805 0.624  C3 1.212

## Properties
- SMILES: BrC1=C[C@H](Br)OO1
- Net charge: 0
- HOMO: -9.5 eV
- ΔE to the lowest compared entry with this formula, charge and spin: 3.4999 eV
- Lowest unoccupied orbital energy: 0.3 eV

=====

Record 5
Here is an isolated ion of composition C3H3ClO5S and charge -2 from OMol25. Energies are from the ωB97M-V functional and the def2-TZVPD basis.

Last columns: bonded neighbours and bond lengths (Å).
Cartesian coordinates (Å):
1 C -1.775 1.773 -0.687  C3 1.632, O4 1.250, O6 1.224
2 C 0.017 0.203 0.226  C3 1.490, H11 1.074, H12 1.245, H13 1.133
3 C -1.448 0.476 0.248  C1 1.632, C2 1.490, S9 1.835, Cl10 1.737
4 O -2.463 2.666 -0.147  C1 1.250
5 O -1.867 -1.277 -1.732  S9 1.456
6 O -1.178 1.664 -1.750  C1 1.224
7 O -1.922 -2.138 0.455  S9 1.459
8 O -3.751 -0.705 -0.318  S9 1.458
9 S -2.326 -1.009 -0.376  C3 1.835, O5 1.456, O7 1.459, O8 1.458
10 Cl -1.919 0.645 1.911  C3 1.737
11 H 0.345 -0.693 0.719  C2 1.074
12 H 0.421 0.236 -0.951  C2 1.245
13 H 0.413 1.145 0.715  C2 1.133

## Properties
- SMILES: C[C@@](Cl)(C(=O)[O-])S(=O)(=O)[O-]
- Net charge: -2
- HOMO: -1.0 eV
- ΔE to the lowest compared entry with this formula, charge and spin: 0.0397 eV
- Lowest unoccupied orbital energy: 6.1 eV

=====

Record 6
Here is a 2-piece molecular cluster, C3H7ClOS overall from OMol25. Energies are from the ωB97M-V functional and the def2-TZVPD basis.

Last columns: bonded neighbours and bond lengths (Å).
Cartesian coordinates (Å):
1 C -0.750 0.114 -1.295  C3 1.456, H7 1.029, H8 1.127, H9 1.021
2 C -0.687 -0.699 1.174  C3 1.497, H10 1.062, H11 1.051, H12 1.095
3 C -0.406 0.311 0.105  C1 1.456, C2 1.497, S5 1.666
4 O 0.902 2.434 -0.449  S5 1.511
5 S 0.511 1.559 0.719  C3 1.666, O4 1.511
6 Cl 2.353 -1.215 0.181  H13 1.482
7 H -1.230 -0.788 -1.420  C1 1.029
8 H -1.433 0.978 -1.532  C1 1.127
9 H 0.044 -0.035 -1.919  C1 1.021
10 H -0.380 -1.711 1.082  C2 1.062
11 H -1.695 -0.747 1.468  C2 1.051
12 H -0.162 -0.306 2.051  C2 1.095
13 H 2.935 0.103 -0.166  Cl6 1.482

## Properties
- Net charge: 0
- HOMO: -8.8 eV
- ΔE to the lowest compared entry with this formula, charge and spin: 2.1886 eV
- Lowest unoccupied orbital energy: -0.1 eV